Entry 1:
A 2-piece molecular cluster, C20H18FNO2S overall at a distorted geometry, computed with ωB97M-V/def2-TZVPD.

Values from the calculation:
LUMO energy (eV): -1.596
Total energy (eV): -40166.8841
E_HOMO (eV): -8.66
Frontier orbital gap (eV): 7.1
Total charge: 0

Last column: natural (NBO) charge in e.
CARTESIAN COORDINATES (ANGSTROEM)
S1 -0.4758 0.9125 -2.3777  2.281
F1 5.9374 1.9595 1.6309  -0.320
O1 0.0248 1.0167 -3.7080  -0.939
O2 -1.6918 1.7020 -2.0188  -0.965
N1 0.6654 0.9098 -1.2558  -1.055
C1 1.9365 0.9869 1.3146  -0.155
C2 -3.1466 2.4254 1.7144  -0.172
C3 -2.0967 -2.5758 -1.1526  -0.225
C4 2.3034 2.2971 1.7333  -0.129
C5 -0.8545 -0.8294 -2.2231  -0.333
C6 -0.0310 -1.7534 -2.8672  -0.180
C7 -1.9295 -1.2256 -1.4393  -0.201
C8 -0.2146 -3.1033 -2.6089  -0.176
C9 3.6526 2.6426 1.8255  -0.282
C10 -0.6597 1.2436 1.2818  -0.125
C11 4.6114 1.6181 1.7252  0.435
C12 -1.7777 0.4427 1.6560  -0.167
C13 2.9261 -0.0385 1.3643  -0.122
C14 -1.3772 -4.9796 -1.4404  -0.631
C15 4.2491 0.2823 1.5398  -0.278
C16 -2.0321 3.2310 1.4747  -0.201
C17 0.5924 0.5822 0.9313  0.158
C18 -1.2276 -3.5045 -1.7332  -0.032
C19 -3.0134 1.0304 1.8120  -0.204
C20 -0.7814 2.6545 1.2880  -0.162
H1 5.0274 -0.4832 1.4056  0.242
H2 1.0193 1.9056 -1.2879  0.362
H3 -1.6384 -0.6367 1.7681  0.221
H4 -2.1413 4.3031 1.3185  0.223
H5 -0.4297 -5.3944 -1.0234  0.218
H6 -1.6069 -5.5457 -2.3730  0.223
H7 2.6161 -1.0660 1.2605  0.226
H8 -4.1399 2.8709 1.8026  0.221
H9 1.5982 3.0627 1.9877  0.226
H10 0.4184 -3.8578 -3.0835  0.206
H11 3.9690 3.6721 1.8763  0.241
H12 0.4922 -0.4962 0.7248  0.235
H13 0.0668 3.2841 1.0325  0.210
H14 -2.1985 -5.1681 -0.7099  0.213
H15 -3.8917 0.4034 1.9032  0.221
H16 -2.5934 -0.4675 -1.0427  0.242
H17 -2.8997 -2.9042 -0.4913  0.210
H18 0.7426 -1.4095 -3.5349  0.239


Entry 2:
A single C4H9NO molecule, computed with ωB97M-V/def2-TZVPD.

Values from the calculation:
Structure (SMILES): CN(C)CC=O
LUMO energy (eV): 0.992
Total energy (eV): -7830.5573
Energy relative to the best compared isomer or geometry (same formula, charge and spin) (eV): 1.763
E_HOMO (eV): -9.06
Frontier orbital gap (eV): 10.1
Total charge: 0

Last column: natural (NBO) charge in e.
CARTESIAN COORDINATES (ANGSTROEM)
O1 -3.1985 -0.3943 -0.3247  -0.514
N1 0.2671 0.1767 0.4300  -0.431
C1 0.7330 1.0949 -0.5938  -0.420
C2 -0.8188 -0.6236 -0.1049  -0.338
C3 -2.1244 0.1410 -0.2073  0.444
C4 1.3452 -0.6659 0.9288  -0.411
H1 1.7692 -1.3409 0.1600  0.166
H2 0.8780 0.5768 -1.5617  0.165
H3 0.0045 1.8966 -0.7527  0.200
H4 0.9834 -1.2811 1.7611  0.204
H5 -0.9862 -1.5051 0.5221  0.229
H6 1.6762 1.5531 -0.2867  0.207
H7 -0.5799 -0.9770 -1.1323  0.189
H8 2.1577 -0.0379 1.3101  0.204
H9 -2.0421 1.2465 -0.2002  0.107


Entry 3:
A 2-piece molecular cluster, H6NPSi overall at a distorted geometry, computed with ωB97M-V/def2-TZVPD.

Values from the calculation:
LUMO energy (alpha / beta) (eV): -0.946 / -1.230
Total energy (eV): -18748.8146
Energy relative to the best compared isomer or geometry (same formula, charge and spin) (eV): 4.671
E_HOMO (alpha / beta) (eV): -9.17 / -7.43
Frontier orbital gap (alpha / beta) (eV): 8.2 / 6.2
Total charge: 0

Last column: natural (NBO) charge in e.
CARTESIAN COORDINATES (ANGSTROEM)
P1 0.5966 -1.1407 -0.1486  0.451
Si1 -1.4682 -0.4970 0.6257  0.609
N1 1.6005 0.1366 -0.2006  -1.207
H1 2.5433 -0.1575 -0.0465  0.398
H2 1.3763 1.1721 -0.2595  0.425
H3 -2.7512 -0.4949 -0.0053  -0.159
H4 -1.6904 0.1120 1.8914  -0.177
H5 -0.0397 -0.9998 -1.5333  -0.047
H6 -0.1673 1.8692 -0.3234  -0.293


Entry 4:
A single C2H2Cl2N2 molecule at a distorted geometry, computed with ωB97M-V/def2-TZVPD.

Values from the calculation:
Structure (SMILES): ClNC#CNCl
LUMO energy (eV): -0.259
Total energy (eV): -30125.4666
Energy relative to the best compared isomer or geometry (same formula, charge and spin) (eV): 4.016
E_HOMO (eV): -9.29
Frontier orbital gap (eV): 9.0
Total charge: 0

Last column: natural (NBO) charge in e.
CARTESIAN COORDINATES (ANGSTROEM)
Cl1 2.7003 0.2418 1.1576  0.066
Cl2 -2.8927 0.1571 1.1972  0.093
N1 -2.2099 -0.1752 -0.4124  -0.548
N2 1.8938 0.1361 -0.4392  -0.585
C1 -0.6034 0.2610 -0.3091  0.092
C2 0.6063 0.2212 -0.4222  0.070
H1 2.6141 0.7458 -0.9231  0.429
H2 -2.1521 -1.2379 -0.4122  0.383


Entry 5:
A 2-piece molecular cluster, C3H10NS overall, computed with ωB97M-V/def2-TZVPD.

Values from the calculation:
LUMO energy (eV): 4.374
Total energy (eV): -15599.6220
Energy relative to the best compared isomer or geometry (same formula, charge and spin) (eV): 0.179
E_HOMO (eV): -2.43
Frontier orbital gap (eV): 6.8
Total charge: -1

Last column: natural (NBO) charge in e.
CARTESIAN COORDINATES (ANGSTROEM)
S1 0.3773 0.6604 -1.2487  -0.723
N1 1.3964 3.7079 0.1508  -1.120
C1 -0.1830 -1.8244 -0.0385  -0.405
C2 -1.6650 -1.8334 -0.3823  -0.617
C3 0.3453 -0.4146 0.2330  -0.515
H1 0.3817 -2.2343 -0.8865  0.193
H2 2.3827 3.6919 0.3591  0.337
H3 -2.2656 -1.5850 0.4920  0.178
H4 -1.8457 -1.0899 -1.1646  0.238
H5 0.8620 3.8374 0.9984  0.338
H6 -0.0035 -2.4651 0.8337  0.163
H7 -1.9830 -2.8154 -0.7295  0.178
H8 1.1220 2.8204 -0.2769  0.414
H9 -0.2761 0.0401 1.0150  0.164
H10 1.3546 -0.4961 0.6450  0.174


Entry 6:
C25H48FeP4Se as an isolated structure at a distorted geometry, computed with ωB97M-V/def2-TZVPD.

Values from the calculation:
LUMO energy (alpha / beta) (eV): -9.477 / -12.441
2S+1: 6
Total energy (eV): -163563.2362
Energy relative to the best compared isomer or geometry (same formula, charge and spin) (eV): 0.405
E_HOMO (alpha / beta) (eV): -16.66 / -16.65
Frontier orbital gap (alpha / beta) (eV): 7.2 / 4.2
Total charge: +3

Last column: Mulliken spin population.
CARTESIAN COORDINATES (ANGSTROEM)
Se1 -2.0383 -0.5971 -1.7395  0.809
Fe1 -0.0308 -0.2914 0.0559  3.480
P1 0.7588 0.9227 -1.7785  -0.013
P2 1.7647 -0.0077 1.3281  0.100
P3 -1.2811 1.3301 0.9421  0.023
P4 -0.8327 -2.2416 0.9639  -0.053
C1 3.3965 -4.7625 -2.7513  0.000
C2 -0.9579 3.1051 0.4953  0.010
C3 -3.7579 -0.9967 3.6045  -0.001
C4 -2.1177 -3.3050 0.1621  0.041
C5 -3.1156 1.3702 0.6689  0.045
C6 2.1442 1.7019 1.9238  0.021
C7 2.0434 -0.8942 2.8910  0.027
C8 0.4163 -3.5319 1.3301  0.016
C9 -1.7502 -1.9058 2.5424  0.014
C10 2.9274 -5.6207 -3.6867  0.001
C11 -1.1560 -2.0642 3.8024  0.005
C12 3.2950 -0.4478 0.4084  0.013
C13 -1.2667 -1.9722 -2.9847  0.156
C14 -1.8451 -1.6503 4.9515  -0.001
C15 -1.3381 1.5435 2.7845  0.012
C16 -1.2135 -2.7124 -5.2837  -0.016
C17 1.8455 2.3874 -1.5037  0.018
C18 -1.8221 -1.9642 -4.2688  0.082
C19 -3.0723 -1.4193 2.4501  0.019
C20 -0.1277 -3.5444 -4.9593  0.157
C21 -0.3795 1.6950 -3.0077  0.031
C22 1.7954 -0.0695 -2.9295  0.015
C23 0.2910 -3.6873 -3.6350  0.039
C24 -0.2795 -2.9016 -2.6405  0.010
C25 -3.1389 -1.1194 4.8580  0.007
H1 4.3824 -4.2840 -2.8729  0.000
H2 1.0659 -4.4044 -3.3719  -0.002
H3 2.0583 2.7846 -2.5038  0.001
H4 3.5796 -6.0063 -4.4853  0.000
H5 -1.6181 -2.6685 -6.2955  0.002
H6 0.0511 -3.0193 -1.6139  -0.054
H7 1.1330 -0.9455 3.4938  -0.001
H8 -3.6024 -1.3841 1.4891  0.001
H9 -3.6703 -0.8089 5.7615  0.000
H10 2.4144 -1.9022 2.6938  0.001
H11 -3.0299 -2.7352 -0.0009  0.001
H12 -3.6131 0.6464 1.3156  -0.005
H13 2.6790 -0.4614 -2.4120  -0.011
H14 2.3815 2.3694 1.0850  0.002
H15 1.3200 2.1165 2.5172  -0.004
H16 -2.3759 -4.1760 0.7755  0.000
H17 -2.7217 -1.3717 -4.4553  -0.007
H18 0.2231 2.2865 -3.7061  0.002
H19 -0.0706 -4.5171 1.3852  -0.003
H20 -1.7272 3.7154 0.9921  0.002
H21 1.1419 -3.5683 0.5044  -0.019
H22 1.9144 -6.0453 -3.6406  0.000
H23 3.4821 0.2200 -0.4413  0.003
H24 -0.3647 1.3582 3.2551  -0.006
H25 -1.3700 -1.7821 5.9262  0.000
H26 2.8066 -0.3455 3.4511  -0.001
H27 -0.9211 0.9372 -3.5840  -0.007
H28 1.2045 -0.9021 -3.3284  -0.009
H29 2.8492 -4.5676 -1.8145  0.000
H30 -3.3728 1.1360 -0.3729  0.004
H31 -1.1072 2.3597 -2.5329  -0.001
H32 -0.1759 -2.5439 3.9005  0.002
H33 -3.4908 2.3685 0.9200  0.005
H34 3.0222 1.5897 2.5705  0.003
H35 0.4008 -4.1504 -5.6925  0.000
H36 2.1176 0.5793 -3.7555  0.006
H37 4.1331 -0.3864 1.1171  0.003
H38 -2.0517 0.8235 3.2073  0.001
H39 0.0255 3.4391 0.8511  0.003
H40 0.9708 -3.3594 2.2604  0.001
H41 -4.7739 -0.5913 3.5349  0.000
H42 -1.6729 2.5700 3.0160  0.005
H43 -0.8011 -1.3527 -0.9707  0.031
H44 2.7900 2.1176 -1.0219  -0.002
H45 -1.0147 3.2793 -0.5868  -0.008
H46 1.3317 3.1550 -0.9139  0.004
H47 3.2099 -1.4815 0.0437  -0.005
H48 -1.7638 -3.6660 -0.8037  -0.007